(1)
{"formula": "C31H50AsCrN6O2PS6", "method": "ωB97M-V/def2-TZVPD", "elements": ["Cr", "N", "C", "C", "C", "C", "C", "C", "S", "O", "O", "N", "C", "N", "C", "C", "C", "N", "H", "H", "H", "H", "H", "H", "H", "H", "H", "S", "As", "S", "S", "S", "C", "N", "C", "S", "N", "C", "H", "H", "H", "H", "H", "H", "H", "H", "C", "C", "C", "C", "C", "C", "P", "C", "C", "C", "C", "C", "C", "C", "C", "C", "C", "C", "C", "H", "H", "H", "H", "H", "H", "H", "H", "H", "H", "H", "H", "H", "H", "H", "H", "H", "H", "H", "H", "H", "H", "H", "H", "H", "H", "H", "H", "H", "H", "H", "H", "H"], "coordinates": [[-0.533, 0.691, 1.736], [2.607, -6.404, 1.917], [2.442, -5.058, 2.299], [1.178, -4.568, 2.618], [1.010, -3.245, 2.988], [2.114, -2.406, 3.044], [3.384, -2.890, 2.765], [3.547, -4.215, 2.398], [1.866, -0.691, 3.390], [0.639, -0.585, 4.140], [3.073, -0.198, 4.015], [1.557, 0.040, 1.985], [2.588, 0.461, 1.211], [2.331, 1.533, 0.428], [3.328, 1.994, -0.303], [4.592, 1.421, -0.322], [4.742, 0.304, 0.483], [3.776, -0.183, 1.239], [1.765, -6.798, 1.523], [3.379, -6.535, 1.280], [0.312, -5.217, 2.549], [0.023, -2.849, 3.199], [4.225, -2.212, 2.814], [4.536, -4.599, 2.169], [3.105, 2.866, -0.912], [5.395, 1.812, -0.930], [5.687, -0.234, 0.514], [-3.606, -0.530, 4.320], [-3.447, -0.501, 2.191], [-2.806, 1.512, 1.471], [-1.581, -1.500, 1.531], [-5.169, -1.189, 1.165], [-0.651, 1.152, 6.133], [-0.046, 2.099, 5.187], [-0.684, 2.645, 4.136], [0.223, 2.940, 2.688], [-1.961, 2.997, 4.176], [-2.906, 2.882, 5.275], [0.161, 0.544, 6.524], [-1.355, 0.487, 5.628], [-1.139, 1.664, 6.961], [0.893, 1.843, 4.920], [-2.381, 3.005, 3.246], [-2.483, 3.319, 6.180], [-3.218, 1.848, 5.435], [-3.787, 3.458, 4.995], [0.847, 4.125, -4.263], [1.399, 3.947, -2.837], [0.507, 3.030, -2.001], [0.574, 1.608, -2.576], [0.476, 1.610, -4.125], [-0.023, 2.937, -4.697], [-0.452, 0.367, -1.609], [0.366, -1.161, -2.329], [-0.461, -2.451, -2.164], [0.435, -3.683, -2.258], [1.377, -3.746, -1.044], [1.674, -2.339, -0.514], [1.759, -1.355, -1.678], [-2.111, 0.416, -2.462], [-2.702, 1.831, -2.363], [-4.093, 1.924, -2.990], [-5.056, 0.927, -2.356], [-4.488, -0.482, -2.451], [-3.109, -0.550, -1.805], [1.677, 4.256, -4.964], [0.251, 5.041, -4.318], [1.525, 4.920, -2.355], [2.397, 3.497, -2.894], [-0.512, 3.422, -1.992], [0.823, 2.999, -0.956], [1.582, 1.261, -2.327], [-0.168, 0.802, -4.479], [1.467, 1.407, -4.549], [-1.051, 3.102, -4.374], [-0.059, 2.879, -5.789], [0.504, -0.991, -3.404], [-1.240, -2.488, -2.928], [-0.963, -2.458, -1.193], [1.014, -3.640, -3.188], [-0.177, -4.588, -2.316], [2.315, -4.239, -1.326], [0.932, -4.348, -0.248], [2.592, -2.334, 0.076], [0.876, -2.013, 0.161], [2.463, -1.743, -2.426], [2.173, -0.405, -1.339], [-1.987, 0.151, -3.525], [-2.051, 2.561, -2.840], [-2.768, 2.094, -1.302], [-4.018, 1.726, -4.069], [-4.470, 2.947, -2.881], [-6.040, 0.987, -2.832], [-5.188, 1.164, -1.296], [-4.427, -0.790, -3.507], [-5.143, -1.183, -1.931], [-2.758, -1.576, -1.817], [-3.209, -0.283, -0.751]], "lumo_ev": [4.12, 4.12], "fmax_ha_per_bohr": 0.0028, "s_squared": 6.031, "e_above_lowest_kj_mol": 6.3, "homo_lumo_gap_ha": [0.2056, 0.2067], "charge": -2, "spin_multiplicity": 5}

(2)
{"formula": "C31H50IrN7O2Si", "method": "ωB97M-V/def2-TZVPD", "elements": ["Ir", "N", "C", "C", "C", "N", "C", "C", "N", "C", "H", "H", "H", "H", "H", "H", "H", "H", "H", "H", "H", "H", "H", "H", "H", "H", "O", "N", "O", "C", "C", "C", "C", "C", "C", "N", "C", "C", "N", "C", "C", "C", "C", "H", "H", "H", "H", "H", "H", "H", "C", "C", "C", "C", "Si", "C", "C", "C", "C", "C", "C", "C", "C", "H", "H", "H", "H", "H", "H", "H", "H", "H", "H", "H", "H", "H", "H", "H", "H", "H", "H", "H", "H", "H", "H", "H", "H", "H", "H", "H", "N", "C"], "coordinates": [[-0.165, 9.097, 15.761], [3.738, 11.420, 13.485], [3.169, 11.508, 14.907], [4.257, 11.918, 15.833], [3.678, 12.402, 17.192], [4.522, 11.985, 18.285], [2.212, 11.919, 17.486], [1.244, 12.326, 16.382], [0.088, 11.290, 16.464], [1.912, 12.369, 14.974], [4.729, 11.104, 13.519], [3.728, 12.318, 12.985], [3.208, 10.694, 12.916], [2.840, 10.479, 15.126], [4.904, 12.769, 15.381], [4.956, 11.071, 16.047], [3.595, 13.529, 17.131], [4.149, 12.268, 19.189], [5.453, 12.366, 18.253], [1.920, 12.298, 18.493], [2.198, 10.782, 17.468], [0.714, 13.290, 16.594], [-0.737, 11.665, 15.970], [-0.190, 11.321, 17.453], [2.156, 13.422, 14.816], [1.195, 12.108, 14.216], [-6.074, 8.735, 19.203], [-6.284, 9.311, 18.116], [-7.348, 9.739, 17.671], [-5.169, 9.444, 17.236], [-5.417, 9.678, 15.898], [-4.374, 9.721, 14.936], [-4.508, 9.931, 13.517], [-3.353, 9.971, 12.773], [-2.097, 9.834, 13.323], [-1.923, 9.612, 14.622], [-3.038, 9.480, 15.405], [-2.804, 9.234, 16.847], [-1.529, 9.192, 17.241], [-1.214, 9.327, 18.537], [-2.209, 9.425, 19.465], [-3.529, 9.390, 19.113], [-3.870, 9.288, 17.776], [-6.436, 9.786, 15.520], [-5.457, 10.057, 13.086], [-3.439, 10.041, 11.670], [-1.217, 9.858, 12.656], [-0.171, 9.226, 18.752], [-1.963, 9.534, 20.533], [-4.267, 9.494, 19.883], [-1.608, 6.282, 14.026], [-0.150, 5.754, 14.162], [0.539, 6.059, 12.822], [-0.195, 4.203, 14.396], [0.595, 6.768, 15.789], [-0.122, 5.811, 17.442], [0.404, 6.690, 18.632], [0.355, 4.354, 17.753], [-1.649, 5.671, 17.429], [2.446, 6.387, 15.865], [3.144, 7.424, 14.910], [2.774, 4.929, 15.617], [2.965, 6.798, 17.266], [-2.017, 5.831, 13.133], [-1.616, 7.366, 13.830], [-2.237, 6.087, 14.884], [0.060, 5.427, 12.066], [1.573, 5.827, 12.890], [0.452, 7.110, 12.537], [-0.315, 3.657, 13.491], [-1.061, 3.976, 15.066], [0.756, 3.777, 14.758], [1.290, 6.265, 19.123], [-0.385, 6.776, 19.392], [0.671, 7.701, 18.327], [1.404, 4.297, 17.972], [0.103, 3.670, 16.933], [-0.229, 4.027, 18.605], [-2.213, 6.615, 17.171], [-1.887, 5.432, 18.455], [-2.060, 4.931, 16.726], [2.869, 7.323, 13.868], [4.249, 7.366, 14.990], [2.812, 8.374, 15.303], [2.741, 4.589, 14.589], [2.064, 4.312, 16.170], [3.775, 4.776, 16.020], [2.471, 7.712, 17.664], [4.048, 6.941, 17.206], [2.831, 6.005, 18.044], [1.480, 9.580, 13.128], [0.864, 9.416, 14.122]], "lumo_ev": [-5.66, -9.44], "fmax_ha_per_bohr": 0.0669, "s_squared": 6.043, "e_above_lowest_kj_mol": 0.0, "homo_lumo_gap_ha": [0.1677, 0.1510], "charge": 2, "spin_multiplicity": 5}

(3)
{"formula": "C31H50N2O2SeV", "method": "ωB97M-V/def2-TZVPD", "elements": ["V", "C", "C", "C", "C", "C", "C", "C", "Se", "C", "C", "C", "C", "C", "C", "O", "C", "C", "C", "C", "C", "C", "C", "C", "C", "O", "C", "C", "C", "C", "C", "C", "H", "H", "H", "H", "H", "H", "H", "H", "H", "H", "H", "H", "H", "H", "H", "H", "H", "H", "H", "H", "H", "H", "H", "H", "H", "H", "H", "H", "H", "H", "H", "H", "H", "H", "H", "H", "H", "H", "H", "H", "N", "C", "C", "C", "N", "H", "H", "H", "H", "H", "H", "H", "H", "H", "H"], "coordinates": [[-0.881, 2.104, -1.681], [3.711, 1.728, 4.204], [3.690, 0.520, 3.259], [2.934, -0.634, 3.930], [5.132, 0.074, 3.014], [2.973, 0.901, 1.964], [1.641, 1.312, 1.997], [1.003, 1.626, 0.819], [-0.866, 2.084, 0.826], [-1.644, 0.324, 0.810], [-1.781, -0.368, 1.992], [-2.257, -1.678, 1.968], [-2.583, -2.202, 0.727], [-2.469, -1.522, -0.495], [-1.982, -0.221, -0.435], [-1.784, 0.548, -1.561], [-2.874, -2.307, -1.756], [-2.766, -1.545, -3.081], [-1.973, -3.546, -1.871], [-4.338, -2.750, -1.611], [-2.386, -2.471, 3.268], [-3.351, -1.747, 4.214], [-2.910, -3.888, 3.032], [-1.007, -2.570, 3.933], [1.635, 1.568, -0.429], [0.898, 1.889, -1.546], [2.961, 1.158, -0.500], [3.580, 0.844, 0.719], [3.815, 0.993, -1.770], [5.045, 1.906, -1.660], [3.118, 1.329, -3.093], [4.273, -0.471, -1.861], [4.218, 1.464, 5.135], [2.703, 2.062, 4.459], [4.243, 2.568, 3.754], [3.440, -0.924, 4.853], [2.890, -1.507, 3.276], [1.910, -0.354, 4.189], [5.594, -0.189, 3.967], [5.734, 0.867, 2.565], [5.182, -0.807, 2.370], [1.102, 1.376, 2.935], [-1.505, 0.104, 2.927], [-2.954, -3.215, 0.687], [-1.745, -1.226, -3.288], [-3.417, -0.671, -3.100], [-3.081, -2.219, -3.881], [-0.926, -3.256, -1.979], [-2.258, -4.129, -2.749], [-2.052, -4.198, -1.001], [-4.999, -1.885, -1.526], [-4.496, -3.381, -0.737], [-4.639, -3.323, -2.491], [-4.344, -1.661, 3.767], [-3.002, -0.742, 4.461], [-3.446, -2.304, 5.148], [-3.908, -3.884, 2.588], [-2.979, -4.410, 3.988], [-2.245, -4.467, 2.388], [-0.604, -1.585, 4.184], [-0.290, -3.070, 3.278], [-1.080, -3.143, 4.860], [4.612, 0.526, 0.674], [4.746, 2.955, -1.593], [5.674, 1.787, -2.545], [5.657, 1.675, -0.787], [2.789, 2.367, -3.133], [2.260, 0.684, -3.276], [3.839, 1.170, -3.898], [4.861, -0.777, -0.994], [4.895, -0.607, -2.748], [3.415, -1.142, -1.938], [-0.852, 2.004, -3.843], [-2.196, 2.140, -4.467], [-2.813, 3.497, -4.161], [-3.252, 3.711, -2.720], [-2.087, 3.889, -1.790], [-0.204, 2.661, -4.273], [-0.472, 1.082, -4.048], [-2.814, 1.341, -4.059], [-2.133, 1.990, -5.544], [-3.693, 3.617, -4.795], [-2.125, 4.297, -4.461], [-3.815, 2.847, -2.362], [-3.902, 4.582, -2.650], [-2.427, 4.116, -0.859], [-1.562, 4.711, -2.088]], "lumo_ev": [-2.56, -2.56], "fmax_ha_per_bohr": 0.0181, "s_squared": 2.012, "e_above_lowest_kj_mol": 0.0, "homo_lumo_gap_ha": [0.2980, 0.3016], "charge": 1, "spin_multiplicity": 3}

(4)
{"formula": "C31H51As3N2Pd", "method": "ωB97M-V/def2-TZVPD", "elements": ["Pd", "C", "C", "C", "C", "C", "C", "C", "C", "N", "C", "C", "C", "C", "N", "C", "C", "C", "C", "C", "C", "C", "C", "H", "H", "H", "H", "H", "H", "H", "H", "H", "H", "H", "H", "H", "H", "H", "H", "H", "H", "H", "H", "H", "H", "H", "H", "C", "As", "C", "C", "C", "C", "C", "As", "C", "C", "C", "As", "C", "C", "H", "H", "H", "H", "H", "H", "H", "H", "H", "H", "H", "H", "H", "H", "H", "H", "H", "H", "H", "H", "H", "H", "H", "H", "H", "H", "H"], "coordinates": [[-0.123, -0.127, 0.831], [0.055, 1.204, -2.563], [-1.366, 0.704, -2.540], [-1.968, 0.243, -3.704], [-3.295, -0.161, -3.708], [-4.032, -0.119, -2.537], [-3.464, 0.325, -1.345], [-4.285, 0.328, -0.080], [-2.136, 0.737, -1.381], [-1.487, 1.189, -0.169], [-1.424, 2.415, 0.161], [-2.095, 3.530, -0.567], [-0.512, 2.755, 1.338], [-0.561, 4.128, 1.918], [0.285, 1.828, 1.697], [1.416, 2.108, 2.559], [2.503, 2.761, 1.979], [2.525, 3.156, 0.523], [3.595, 3.039, 2.794], [3.598, 2.676, 4.131], [2.512, 2.005, 4.669], [1.403, 1.700, 3.889], [0.231, 0.971, 4.484], [0.577, 0.840, -3.446], [0.622, 0.898, -1.680], [0.095, 2.297, -2.598], [-1.391, 0.214, -4.620], [-3.757, -0.493, -4.628], [-5.071, -0.426, -2.541], [-5.338, 0.492, -0.305], [-3.973, 1.094, 0.630], [-4.216, -0.639, 0.425], [-2.571, 3.177, -1.477], [-1.368, 4.307, -0.812], [-2.852, 3.993, 0.072], [-1.594, 4.382, 2.166], [-0.217, 4.872, 1.196], [0.057, 4.197, 2.809], [2.010, 2.431, -0.110], [3.552, 3.238, 0.172], [2.057, 4.131, 0.358], [4.451, 3.549, 2.370], [4.452, 2.910, 4.752], [2.520, 1.707, 5.711], [0.497, 0.533, 5.445], [-0.106, 0.163, 3.834], [-0.623, 1.633, 4.648], [-3.335, -3.300, 1.506], [-1.910, -1.992, 1.639], [-2.674, -0.804, 2.975], [-0.453, -2.808, 2.652], [0.379, -3.939, 1.997], [-0.542, -5.020, 1.416], [1.320, -3.496, 0.854], [0.811, -2.044, -0.326], [2.452, -1.712, -1.273], [-0.305, -2.842, -1.688], [1.222, -4.574, 3.120], [2.605, -3.586, 4.184], [4.179, -4.098, 3.137], [2.522, -1.707, 3.591], [-3.330, -3.828, 2.459], [-3.192, -3.992, 0.684], [-4.269, -2.757, 1.378], [-2.647, -1.295, 3.948], [-3.708, -0.603, 2.699], [-2.142, 0.139, 3.023], [-0.879, -3.171, 3.591], [0.190, -1.964, 2.906], [-1.147, -4.646, 0.586], [-1.216, -5.421, 2.176], [0.052, -5.849, 1.032], [1.465, -4.331, 0.165], [2.303, -3.229, 1.232], [2.858, -2.680, -1.568], [3.163, -1.192, -0.635], [2.248, -1.112, -2.157], [0.146, -3.785, -1.994], [-0.368, -2.168, -2.542], [-1.309, -3.013, -1.306], [1.760, -5.431, 2.706], [0.541, -4.976, 3.872], [4.241, -5.185, 3.112], [5.064, -3.719, 3.647], [4.178, -3.719, 2.114], [1.777, -1.172, 4.180], [2.341, -1.533, 2.529], [3.497, -1.282, 3.836]], "lumo_ev": [-6.19, -7.98], "fmax_ha_per_bohr": 0.0186, "s_squared": 2.012, "e_above_lowest_kj_mol": 28.3, "homo_lumo_gap_ha": [0.2558, 0.1901], "charge": 2, "spin_multiplicity": 3}

(5)
{"formula": "C31H51BMnN2O3P2S", "method": "ωB97M-V/def2-TZVPD", "elements": ["Mn", "C", "C", "C", "C", "P", "C", "N", "B", "N", "C", "P", "C", "C", "C", "C", "C", "C", "C", "C", "C", "C", "C", "C", "C", "C", "C", "C", "C", "C", "H", "H", "H", "H", "H", "H", "H", "H", "H", "H", "H", "H", "H", "H", "H", "H", "H", "H", "H", "H", "H", "H", "H", "H", "H", "H", "H", "H", "H", "H", "H", "H", "H", "H", "H", "H", "H", "H", "H", "H", "H", "H", "H", "H", "C", "C", "C", "C", "C", "C", "C", "S", "O", "O", "O", "H", "H", "H", "H", "H", "H", "H"], "coordinates": [[0.227, 0.352, -0.187], [-1.732, -2.645, 0.291], [-0.442, -3.226, -0.312], [0.534, -3.582, 0.816], [-0.790, -4.513, -1.068], [0.235, -1.885, -1.399], [-0.984, -1.767, -2.789], [-1.553, -0.454, -2.705], [-1.070, 0.583, -1.870], [-1.864, 1.726, -2.120], [-1.677, 2.997, -1.481], [-0.869, 2.651, 0.140], [-2.280, 2.494, 1.333], [-3.219, 1.404, 0.796], [-3.069, 3.801, 1.470], [-1.778, 2.060, 2.715], [0.190, 4.155, 0.425], [1.482, 3.889, -0.362], [0.536, 4.401, 1.898], [-0.475, 5.433, -0.105], [-2.822, 1.391, -3.084], [-3.828, 2.149, -3.654], [-4.650, 1.528, -4.588], [-4.458, 0.197, -4.948], [-3.440, -0.564, -4.384], [-2.632, 0.047, -3.444], [1.837, -2.278, -2.249], [2.160, -1.028, -3.086], [1.748, -3.503, -3.169], [2.986, -2.508, -1.263], [-2.210, -3.428, 0.881], [-2.448, -2.329, -0.471], [-1.531, -1.809, 0.961], [-0.016, -4.159, 1.563], [0.948, -2.711, 1.315], [1.349, -4.209, 0.458], [-1.175, -5.233, -0.342], [0.075, -4.969, -1.547], [-1.567, -4.375, -1.817], [-1.748, -2.543, -2.709], [-0.465, -1.920, -3.738], [-2.622, 3.529, -1.343], [-1.023, 3.640, -2.076], [-3.744, 1.710, -0.110], [-3.968, 1.198, 1.563], [-2.708, 0.460, 0.582], [-3.397, 4.214, 0.515], [-2.507, 4.567, 2.001], [-3.967, 3.592, 2.054], [-1.336, 1.066, 2.694], [-2.643, 2.037, 3.382], [-1.045, 2.742, 3.138], [2.031, 3.037, 0.042], [2.124, 4.769, -0.291], [1.290, 3.715, -1.426], [0.961, 3.539, 2.393], [-0.330, 4.749, 2.462], [1.278, 5.202, 1.922], [-0.662, 5.421, -1.179], [0.213, 6.259, 0.085], [-1.407, 5.661, 0.411], [-3.971, 3.189, -3.393], [-5.447, 2.093, -5.049], [-5.109, -0.255, -5.683], [-3.288, -1.594, -4.673], [1.467, -0.884, -3.915], [3.158, -1.150, -3.509], [2.175, -0.112, -2.487], [0.869, -3.518, -3.813], [1.771, -4.432, -2.602], [2.623, -3.503, -3.822], [3.119, -1.678, -0.574], [3.901, -2.613, -1.850], [2.860, -3.424, -0.690], [4.909, -3.299, 5.676], [4.102, -2.449, 4.740], [4.432, -2.359, 3.394], [3.701, -1.554, 2.531], [2.630, -0.830, 3.033], [2.275, -0.900, 4.377], [3.014, -1.711, 5.212], [1.701, 0.164, 1.953], [2.297, 0.102, 0.590], [1.611, 1.497, 2.480], [0.343, -0.460, 1.787], [5.525, -4.011, 5.130], [4.269, -3.854, 6.361], [5.573, -2.679, 6.280], [5.274, -2.922, 3.014], [3.966, -1.479, 1.488], [1.445, -0.326, 4.763], [2.747, -1.774, 6.259]], "lumo_ev": [-3.20, -2.63], "fmax_ha_per_bohr": 0.0090, "s_squared": 6.240, "homo_lumo_gap_ha": [0.2762, 0.3002], "charge": 1, "spin_multiplicity": 5}